15
Properties=species:S:1:pos:R:3:forces:R:3 method="wB97M-V/def2-TZVPD" smiles=C[C@@]1(CC#N)CN1 homo_lumo_gap_ev=10.9 homo_ev=-10.065 total_charge=0 total_energy_ha=-304.78704
N 2.712 1.354 0.992 -0.5 -0.5 -0.6
N -0.895 -1.390 -0.527 -0.2 0.2 0.1
C -0.504 -1.220 0.887 -0.2 -0.3 0.2
C -0.194 -0.172 -0.116 -0.1 0.4 -0.4
C 2.075 0.718 0.268 0.4 0.4 0.4
C 1.237 -0.082 -0.639 0.0 -0.1 0.0
C -0.958 1.160 -0.158 0.0 0.0 0.0
H -1.890 1.122 0.426 0.3 -0.1 -0.1
H 1.286 0.367 -1.641 -0.1 -0.1 0.2
H -1.240 1.428 -1.195 0.2 -0.3 0.4
H -1.227 -0.967 1.666 -0.1 -0.1 -0.4
H -1.888 -1.227 -0.692 0.3 0.1 0.2
H -0.355 1.998 0.228 -0.1 -0.4 0.0
H 0.200 -1.995 1.205 0.1 0.6 -0.1
H 1.642 -1.095 -0.705 0.0 0.1 0.0


18
Properties=species:S:1:pos:R:3:forces:R:3 method="wB97M-V/def2-TZVPD" homo_lumo_gap_ev="12.3 / 5.2" multiplicity=2 homo_ev="-19.967 / -19.912" total_charge=+2 s2=0.754 total_energy_ha=-325.93623
O -2.507 0.290 0.480 2.2 -0.3 -0.4
O -0.164 1.483 -1.632 -0.3 -0.7 0.0
N 0.326 -0.088 0.811 -1.3 -0.4 -1.9
C 1.148 -0.139 -0.471 0.3 -1.5 1.9
C 1.157 1.147 -1.343 -0.1 1.4 0.1
C 0.119 -1.520 1.333 0.3 0.6 0.5
H 1.426 2.025 -0.727 0.3 -0.2 0.5
H -0.737 -1.546 2.006 -0.2 0.3 -0.3
H 0.792 -0.987 -1.072 -0.1 0.4 0.1
H 0.977 -1.819 1.947 0.0 0.0 -0.6
H -2.997 -0.498 0.234 -0.9 0.5 0.2
H -0.639 0.226 0.510 0.1 0.0 1.0
H -2.980 1.066 0.777 -1.0 -0.3 0.0
H 1.830 1.117 -2.192 -0.1 -0.6 -0.4
H 2.135 -0.449 -0.080 0.2 0.8 -0.9
H -0.551 1.242 -2.515 0.4 0.3 -0.2
H -0.051 -2.093 0.426 0.0 -0.5 0.4
H 0.715 0.543 1.508 0.0 0.1 0.1


80
Properties=species:S:1:pos:R:3:forces:R:3 method="wB97M-V/def2-TZVPD" homo_lumo_gap_ev="9.0 / 4.4" multiplicity=3 homo_ev="-8.574 / -8.574" total_charge=0 s2=2.021 total_energy_ha=-3212.28588
Au 1.284 -0.252 4.193 -0.1 0.0 -0.2
Cl 1.883 1.969 4.571 0.2 -0.1 0.4
Cl 1.212 -1.099 1.954 0.1 0.1 0.3
Cl 0.882 -2.373 5.055 0.4 0.0 0.2
Si -0.824 0.517 -2.548 0.2 -0.1 -0.5
O -0.928 1.556 2.828 0.4 0.4 -0.2
O 0.001 -0.318 -3.733 0.0 -0.1 -0.1
O -2.553 -1.517 3.348 0.7 -0.6 0.1
N -0.550 3.234 1.308 -0.1 -0.2 0.3
N -0.878 0.473 5.685 -0.4 0.7 -0.4
N -1.328 -3.360 2.657 -0.5 0.2 0.3
C -0.656 0.312 7.047 0.0 -0.3 1.1
C -0.288 -0.144 -0.896 0.0 0.0 0.2
C -0.076 0.796 -6.393 0.2 0.1 0.0
C -0.120 1.569 -7.561 0.0 -0.1 0.2
C -1.955 3.340 0.984 -0.1 0.1 -0.2
C -0.629 -4.567 3.049 0.0 0.1 0.1
C -2.631 0.172 -2.873 -0.1 -0.1 0.0
C 1.090 0.776 -5.627 0.2 0.1 0.2
C 0.885 -0.096 8.883 -0.4 0.3 0.0
C -1.497 0.071 9.320 0.0 0.1 -0.3
C 1.247 -0.100 -4.386 -0.4 0.1 0.1
C 2.196 1.547 -6.015 -0.4 -0.3 -0.1
C 1.871 -1.459 -4.679 -0.5 0.2 -0.7
C 2.312 -3.340 -6.265 0.0 -0.6 -0.2
C -0.476 2.346 -2.776 0.0 0.1 0.1
C -0.190 -0.122 9.788 0.3 0.0 -0.3
C 2.636 -2.063 -3.545 0.2 -0.2 0.1
C 0.355 4.233 0.751 -0.1 -0.3 0.0
C -1.496 -3.169 1.239 0.1 0.0 -0.4
C 0.997 2.295 -7.977 0.0 -0.1 0.2
C -0.167 2.305 2.219 0.1 0.2 -0.2
C -1.739 0.253 7.957 0.2 -0.4 -0.1
C -1.850 -2.507 3.570 -0.4 0.1 0.0
C 0.653 0.172 7.538 0.1 0.1 -0.1
C 2.159 2.276 -7.201 0.0 0.0 0.1
C 1.682 -2.053 -5.862 0.1 0.4 0.5
H 2.133 -1.873 -2.588 0.1 0.0 -0.2
H -1.144 2.955 -2.156 0.1 0.0 -0.1
H 3.041 2.831 -7.517 -0.2 0.0 0.0
H 3.078 1.518 -5.371 -0.1 0.1 -0.3
H -0.635 2.635 -3.823 0.0 -0.1 0.2
H -2.868 0.297 -3.937 0.1 0.0 0.2
H 1.938 0.412 -3.699 -0.1 0.1 -0.1
H 2.310 -4.077 -5.452 0.0 0.1 -0.2
H 1.907 -0.260 9.217 -0.3 0.1 0.0
H 0.415 4.144 -0.344 0.0 -0.1 0.3
H -1.039 1.587 -8.144 0.2 0.0 0.0
H 0.558 2.596 -2.512 -0.1 0.0 0.0
H -3.272 0.855 -2.301 0.1 -0.1 -0.1
H -0.014 5.245 0.977 0.1 -0.3 0.1
H -1.575 -2.781 4.605 -0.2 -0.1 -0.3
H 0.005 -0.274 10.856 -0.2 0.0 -0.5
H 0.340 -4.623 2.538 -0.1 0.1 0.2
H 3.357 -3.204 -6.579 -0.2 0.0 0.1
H -0.466 -4.537 4.128 0.0 -0.2 -0.2
H -2.144 2.970 -0.031 0.0 0.0 0.1
H 1.769 -3.767 -7.116 0.2 0.0 0.2
H 1.036 -1.596 -6.612 0.3 0.2 0.2
H -0.827 0.313 -0.053 0.1 -0.1 -0.1
H -0.530 -2.900 0.790 -0.2 0.0 0.1
H -1.209 -5.462 2.779 0.1 0.2 0.1
H 2.727 -3.148 -3.666 0.0 0.2 0.1
H 3.655 -1.652 -3.482 -0.2 -0.1 0.0
H -0.709 1.394 5.256 0.4 -0.6 -0.2
H -0.935 0.198 -6.072 0.3 0.3 -0.1
H -2.256 4.389 1.031 -0.1 0.0 0.0
H 0.783 0.017 -0.716 -0.2 0.0 -0.1
H -2.215 -2.369 1.037 0.1 -0.2 0.1
H -1.826 -4.115 0.787 -0.1 0.3 0.0
H 0.963 2.879 -8.898 0.0 -0.2 0.2
H -2.895 -0.856 -2.592 0.0 0.2 0.0
H 0.927 2.294 2.364 -0.3 0.0 0.0
H -2.525 2.746 1.702 0.1 0.1 -0.2
H -0.459 -1.229 -0.837 0.0 0.3 -0.1
H -2.745 0.391 7.566 0.1 -0.1 0.2
H -1.647 -0.043 5.239 0.1 0.1 0.0
H 1.350 4.094 1.186 -0.2 0.1 -0.1
H -2.334 0.096 10.021 0.3 -0.1 -0.3
H 1.457 0.236 6.806 0.0 -0.1 0.4


22
Properties=species:S:1:pos:R:3:forces:R:3 method="wB97M-V/def2-TZVPD" homo_lumo_gap_ev="4.6 / 4.6" homo_ev="-11.796 / -11.796" total_charge=+1 total_energy_ha=-745.08060
P 2.961 -0.051 -1.409 -0.9 -0.5 3.0
N -2.002 -1.077 0.593 -3.2 1.4 -0.9
C 0.868 -0.233 0.582 -1.5 2.1 -0.1
C 3.320 -0.365 0.285 -1.8 0.8 -2.3
C 2.114 -0.259 1.275 3.5 1.9 1.4
C -3.354 -1.640 0.090 0.9 -0.3 -1.6
C -1.987 0.020 -0.427 0.2 0.8 -2.4
C -0.896 0.997 -0.681 0.8 -1.6 2.7
C 0.289 0.910 0.233 -0.5 -1.0 -0.2
C -3.236 -0.400 -0.729 2.9 0.4 2.9
C -0.796 2.015 -1.498 -3.9 0.0 -2.2
H -2.229 -0.627 1.514 0.6 -0.5 -0.5
H -1.708 2.238 -2.133 1.6 0.2 0.4
H 4.341 -0.452 0.640 -0.2 -0.2 0.2
H 0.331 -1.075 0.317 -0.4 -2.1 -0.5
H 0.746 1.856 0.451 0.2 0.3 0.2
H 4.232 -0.071 -1.844 1.8 -0.1 -0.5
H 2.278 0.806 1.769 -0.3 -2.0 -0.7
H -3.449 -2.555 -0.463 1.0 -0.6 -0.1
H 0.106 2.562 -1.490 0.5 0.8 -0.3
H -4.071 -1.623 0.831 -1.6 0.2 1.7
H 2.142 -0.978 2.097 0.2 -0.1 -0.2


12
Properties=species:S:1:pos:R:3:forces:R:3 method="wB97M-V/def2-TZVPD" homo_lumo_gap_ev=9.8 homo_ev=-9.336 total_charge=0 total_energy_ha=-323.31997
O -0.109 -0.324 1.321 0.0 0.0 0.1
N 2.787 1.239 0.270 -0.7 -0.6 0.0
C -0.846 0.981 -1.032 0.3 -0.1 0.0
C -1.205 -0.250 0.413 -0.4 0.0 0.1
C -0.240 -0.308 -0.822 0.0 0.0 -0.3
C 0.844 -0.525 0.268 0.2 0.0 -0.1
C 1.938 0.458 0.288 0.5 0.5 0.0
H -1.784 0.698 0.478 0.0 0.0 0.2
H -0.324 1.724 -0.400 -0.1 -0.1 -0.1
H -0.388 -1.093 -1.562 0.0 0.1 0.2
H -1.931 -1.062 0.476 0.2 0.0 -0.1
H 1.258 -1.538 0.301 -0.1 0.1 0.0